Record 1
C30H74O19P4 | ωB97M-V/def2-TZVPD

Cartesian coordinates (Å):
P 2.14272 -1.39631 -1.26255
P -4.01464 -1.04989 -1.45285
P -3.03534 -2.74291 5.57568
P 0.33361 2.97010 1.46061
O -4.87329 -0.29716 -2.37175
O 3.30614 -0.98268 -0.21066
O -0.93307 2.03308 1.26376
O -2.66402 -1.68933 -1.97595
O 2.02410 -0.11727 -2.25460
O -3.60056 -4.21450 5.85090
O -2.40844 -2.20449 6.94827
O 2.42400 -2.66097 -1.96290
O -4.91568 -2.33379 -0.97579
O 7.18612 1.38436 -5.92219
O 1.58860 2.40014 1.98191
O -0.21033 4.19390 2.35241
O -4.44912 -1.91011 5.50749
O 8.50386 0.66829 -8.63189
O 0.47795 3.67549 0.03573
O 0.84879 -1.30300 -0.32570
O -2.21542 -2.60394 4.38062
O -3.56950 -0.37966 -0.09710
O 4.96864 2.94130 -5.05400
C 7.04119 1.87485 -4.61213
C -4.48971 0.48258 5.29124
C 4.58252 0.69451 0.90519
C 0.46825 5.45625 2.36524
C -2.27623 -2.94967 9.22329
C 0.59982 2.83560 -1.12412
C -1.35692 0.96245 2.14977
C -3.68128 2.00553 -0.31130
C -2.64969 -2.58097 -3.11841
C 5.54927 1.98344 -4.20412
C -3.09409 -2.24154 8.22026
C -4.25987 -3.33792 -0.17075
C 7.25643 1.23679 -8.99638
C -4.33476 0.79055 0.32494
C 0.22614 -2.55255 0.08402
C -0.33613 -2.37295 1.46479
C -1.29760 -2.44550 -3.81074
C 3.94021 3.72214 -4.48109
C 0.55245 0.80236 -3.98025
C 3.18829 0.27183 0.45864
C -3.51838 -5.48386 3.81298
C -3.01681 -5.35977 5.23742
C 0.79862 0.55732 -2.49331
C 8.52847 1.00052 -6.18720
C -5.21170 -4.51841 -0.10846
C -0.56474 6.49953 2.67135
C -0.62435 3.16865 -2.00385
C -2.15794 1.52698 3.29266
C -4.47985 -0.83418 4.56481
C 8.60468 0.03563 -7.39611
H -0.81314 2.33746 -2.68624
H -0.14573 7.51021 2.70488
H 2.90298 0.99255 -0.31600
H -4.75539 -5.20743 0.61718
H -2.83086 -3.14777 10.14402
H -1.93782 0.32167 1.48386
H 1.36955 5.52054 2.98085
H -3.10785 1.95559 2.98624
H -5.38780 -5.11243 -1.00091
H -1.99218 -3.96700 8.93685
H 0.92803 5.65776 1.39300
H -3.98767 -3.01769 0.83821
H 5.08281 0.99522 -4.24527
H 7.44732 1.69614 -9.96254
H 6.48602 0.46146 -9.04105
H 3.12480 3.10206 -4.09835
H -4.59805 -5.47390 3.66223
H 5.54232 2.32306 -3.16296
H -3.75065 -0.88178 3.75658
H -1.28983 -1.57233 -4.45933
H 4.93813 0.02408 1.68837
H 4.54083 1.66606 1.40516
H -3.20731 -1.18813 8.47919
H -5.19547 0.52836 6.12386
H -0.12236 1.61022 -4.25125
H 7.00139 1.96843 -8.22636
H -3.41815 -6.26394 5.69663
H -2.68116 -3.58377 -2.68688
H -1.33216 -2.47190 9.48686
H -0.47224 -2.80619 -0.71412
H -2.60085 1.95197 -0.16793
H -1.92882 -5.32311 5.28323
H -4.83558 1.29781 4.65397
H -0.48578 4.07376 -2.59522
H -0.48939 0.37048 2.44238
H 9.47594 -0.61335 -7.31717
H -0.61650 -3.28009 1.99852
H 7.78050 -0.68279 -7.28253
H 0.53464 1.78890 -0.82279
H 3.60131 4.38992 -5.27041
H -3.30845 -3.57041 -0.65219
H -2.22478 0.77059 4.07077
H 1.50738 1.06408 -4.44688
H -6.13768 -4.32605 0.43462
H -5.44005 -0.90437 4.04335
H 9.03193 0.70548 -5.26329
H 0.31295 -0.16303 -4.42265
H 0.94857 -3.37276 0.08726
H -3.52034 0.69445 5.74474
H 7.40202 2.90863 -4.56356
H 1.54859 3.22932 -1.49599
H 2.44967 0.28738 1.26007
H -4.03119 2.98825 0.00765
H 0.79753 1.49220 -1.92875
H 4.24003 4.37262 -3.65190
H -1.26823 -1.81866 1.32562
H -4.04370 -2.75042 8.04849
H -1.52268 2.30075 3.73196
H 7.55592 1.31648 -3.82423
H -1.01187 6.43255 3.66340
H 0.39068 -1.84837 2.08284
H -0.52710 -2.42963 -3.04243
H -1.30179 6.51896 1.86959
H -3.50119 -2.49968 -3.79118
H -1.49288 3.33905 -1.37014
H -3.12114 -4.75389 3.10596
H -1.06433 -3.31152 -4.43075
H -0.02279 -0.04279 -2.09558
H 9.03644 1.92365 -6.50268
H 5.26310 0.82305 0.06687
H -5.39131 0.68381 0.08867
H -3.83746 2.02643 -1.39204
H -3.17725 -6.46098 3.45250
H -4.21384 0.81389 1.40733

Output
LUMO energy = 0.56 eV
molecular weight = 862.8 g/mol
total charge = 0
total energy = -3982.6984 a.u.
spin multiplicity = 1
F_max = 3.7 eV/A
relative energy (zero: lowest compared OMol25 entry of this formula, charge and spin) = 251.0 kJ/mol
gap between HOMO and LUMO = 10.0 eV

Atomic partial charges in e from the Löwdin method, atoms 1 to 5: P 0.45; P 0.40; P 0.45; P 0.43; O -0.22

---

Record 2
C30H75BF4N5Na3O14P | ωB97M-V/def2-TZVPD

Cartesian coordinates (Å):
P -0.27004 -4.15108 -4.43153
Na -1.81691 -1.83734 -3.74670
Na 1.91406 -2.23436 -4.78570
Na 0.52309 -4.03876 -1.67140
F -0.31202 -0.14170 -2.96558
F 0.75104 -0.12440 -0.88889
F 1.41360 -1.59008 -2.48062
F -0.59435 -1.85292 -1.47559
O -0.70948 7.07689 -4.24919
O -0.27346 -2.75275 -5.19151
O -0.65017 -5.25762 -5.43059
O 0.61556 -0.29325 5.74068
O -1.66270 -7.21549 0.90620
O 4.76077 0.35972 -0.20417
O -2.43386 0.35737 -4.86727
O -1.71097 0.24075 2.74981
O -0.99868 3.78003 -0.74084
O -4.80700 -2.12800 -0.04373
O -1.24191 -3.96083 -3.24361
O 2.43443 -3.57300 -0.28789
O 3.10827 4.03495 5.75350
O 1.19527 -4.34072 -3.89835
N 1.10477 0.36607 3.07631
N 3.22953 2.40508 2.44898
N 0.03470 -4.79188 0.60977
N 0.52209 4.73974 -2.87062
N -4.24163 -0.96248 -2.79970
C 0.47434 3.32284 -2.57180
C -4.82596 -3.35578 0.64436
C 0.60771 6.62811 -4.46065
C -1.19861 3.83392 0.64495
C -3.09079 0.14429 2.56280
C -3.57504 -0.67759 -1.53201
C 2.19225 -3.76787 1.08443
C -0.92833 -0.37882 1.74499
C -4.42682 0.28407 -3.54745
C 2.65463 3.61211 4.47865
C 0.64573 5.11569 -4.25063
C 0.66709 -3.65330 1.28742
C 1.54050 -0.90507 3.65084
C -2.23228 -8.40729 0.40262
C 1.80787 -0.74717 5.15248
C 2.00213 4.35784 6.58221
C -3.54001 -1.92062 -0.64193
C -1.40918 -4.84276 0.71942
C -1.54724 1.17033 -5.59468
C 4.24353 1.55795 1.79640
C 3.85478 1.31326 0.34871
C -0.84439 8.46700 -4.37453
C -1.98390 -6.10271 0.10175
C 0.66234 -0.27307 7.14426
C 0.48576 0.17774 1.74858
C 4.39046 0.05451 -1.53971
C -3.17356 1.06458 -3.88996
C 0.22922 3.13930 -1.09080
C 3.76816 -3.41788 -0.69618
C 3.67084 2.72162 3.78285
B 0.30588 -0.89397 -1.96846
H 2.55656 0.05420 5.25083
H -4.67253 -4.19415 -0.04615
H 0.51672 1.13609 1.22397
H 1.05123 3.52323 -0.47591
H -4.04119 -3.37346 1.40614
H -0.33322 4.21894 1.19604
H 3.42708 -0.46454 -1.49421
H 5.17656 2.12718 1.81816
H -2.83346 -1.72750 0.18072
H -2.11948 1.91504 -6.15832
H 2.31974 4.44441 3.85449
H -4.93899 0.06517 -4.48621
H -0.95501 -1.44408 2.00349
H 0.80524 -1.71662 3.55646
H -1.50516 2.85311 1.02416
H -5.10309 0.96848 -3.00976
H -4.16352 0.02227 -0.91516
H 4.66090 3.19427 3.77467
H 2.51378 -4.76503 1.40968
H -1.65868 -9.24227 0.79984
H -1.99788 4.54341 0.87012
H 2.84496 0.91785 0.19294
H 0.34170 0.60909 3.71301
H -3.06711 -5.94084 0.03190
H 4.44222 0.61985 2.33068
H -3.43460 0.39990 1.55748
H -2.52746 1.46239 -3.10078
H -2.55083 -0.32106 -1.60311
H -5.13858 -1.37258 -2.57322
H 2.16282 -1.68888 5.58318
H -5.81019 -3.55147 1.06763
H -0.09207 4.70608 -4.96488
H -0.41302 2.89843 -3.06319
H 4.27127 0.96463 -2.13690
H 2.45736 -1.25577 3.16883
H 5.14958 -0.59917 -1.96213
H -3.58917 0.86005 3.22333
H -3.56659 1.95217 -4.41778
H -0.25611 0.14349 7.54461
H 4.25542 -2.58323 -0.17605
H -3.48680 -0.82259 2.89257
H -0.70014 8.88505 -5.37157
H -1.30311 -0.23434 0.72674
H 1.22868 4.89699 6.03312
H 1.77630 2.96679 4.62815
H 0.92979 6.83304 -5.48955
H -3.28620 -8.45017 0.69022
H 0.80024 -1.28164 7.55314
H 1.31960 7.11928 -3.78657
H 0.24738 -2.66885 1.08484
H 3.77692 -3.14421 -1.74841
H 2.34951 4.92242 7.44569
H 1.36971 2.76436 -2.84262
H 1.17084 -0.44810 1.17905
H 2.72242 -3.00962 1.67018
H 4.35131 -4.32786 -0.53231
H 1.59137 4.68821 -4.60866
H -3.14385 -2.77202 -1.20942
H 0.40136 -5.64519 1.01892
H 1.60812 3.40792 6.96661
H 1.53183 0.29906 7.48969
H -0.82411 1.64223 -4.92375
H -1.86256 8.68048 -4.03460
H -0.26149 5.23043 -2.45676
H -0.98069 0.56647 -6.29996
H 0.06475 2.07672 -0.87877
H 3.88611 1.87481 4.45832
H -1.82510 -3.93053 0.28356
H -2.15136 -8.46106 -0.68765
H -0.25434 9.01226 -3.62652
H 0.52770 -3.78713 2.37589
H -1.63654 -6.24423 -0.92628
H 3.94160 2.23419 -0.23799
H -1.76699 -4.77633 1.76417
H 2.39149 1.80887 2.47127

Output
LUMO energy = 1.66 eV
molecular weight = 916.7 g/mol
total charge = -1
total energy = -3768.1685 a.u.
spin multiplicity = 1
F_max = 3.2 eV/A
relative energy (zero: lowest compared OMol25 entry of this formula, charge and spin) = 0.0 kJ/mol
gap between HOMO and LUMO = 4.5 eV

Atomic partial charges in e from the Löwdin method, atoms 1 to 5: P -0.07; Na 0.35; Na 0.59; Na 0.35; F 0.16

---

Record 3
C30H75F2N6NaO18S3 | ωB97M-V/def2-TZVPD

Cartesian coordinates (Å):
S 39.85082 12.99770 7.28229
S 37.70380 12.85503 8.34194
S 34.84888 15.42731 5.40627
Na 38.18798 15.84862 7.02444
F 40.53667 13.44676 5.87906
F 36.40323 13.68597 8.31437
O 35.75056 7.67993 7.89836
O 37.24249 11.55341 8.01379
O 45.22542 10.16635 4.66632
O 42.73388 9.85237 9.98317
O 42.14736 17.50969 10.33730
O 34.77900 14.21014 6.26526
O 34.65294 15.07414 3.96505
O 34.68562 13.08868 12.90148
O 38.25782 13.15421 9.62272
O 40.63924 13.72459 8.24063
O 40.23048 12.35296 2.84537
O 36.21880 16.03362 5.56359
O 40.07804 11.59381 7.08015
O 35.97859 11.40095 4.06068
O 38.29575 18.88409 14.59116
O 32.09192 9.97522 8.91252
O 33.83022 16.42070 5.82884
O 38.37080 9.54072 10.88624
N 38.51730 10.72324 4.48516
N 40.13587 17.60720 12.76623
N 38.42296 13.61599 7.02616
N 33.13184 11.15914 11.08150
N 38.57982 7.18897 9.03455
N 44.10832 10.57251 7.34764
C 43.47943 10.89628 6.06987
C 37.46174 9.85684 4.99959
C 34.04338 10.50377 10.15740
C 37.88953 17.81900 13.76457
C 39.53866 9.14331 10.24069
C 31.39090 9.84179 7.70802
C 40.41131 10.96719 2.99976
C 39.17056 8.53042 8.91294
C 41.31569 16.77273 12.60760
C 34.75068 11.68827 3.44545
C 41.74766 16.33222 9.75372
C 36.11943 7.87213 9.26257
C 42.34189 17.48335 11.77267
C 37.29786 7.05862 9.71083
C 34.94332 6.57618 7.71297
C 33.43740 10.38029 8.77524
C 35.84756 13.76974 13.15580
C 34.94167 11.71720 12.61662
C 42.48453 10.98076 9.20765
C 39.06371 10.30320 3.22223
C 37.39335 19.94040 14.74119
C 42.73939 10.00879 11.37882
C 33.60067 11.05742 12.42845
C 45.57854 9.67796 3.43342
C 43.68526 11.45837 8.42049
C 39.06878 16.91757 13.48609
C 38.58422 10.14663 12.14200
C 43.84239 9.95251 4.96859
C 41.44067 13.01039 2.75562
C 36.20728 10.05620 4.22997
H 40.90662 10.54282 2.09084
H 37.62295 10.39359 12.58078
H 38.36784 7.02771 8.04089
H 33.61322 9.99262 12.75293
H 35.44850 11.33096 13.51783
H 41.75940 16.64810 13.60078
H 43.22359 10.02834 4.07484
H 35.35979 9.51852 4.68702
H 33.89285 11.62343 4.13860
H 39.29864 10.74207 5.13162
H 41.95175 12.76189 1.80036
H 42.39768 11.01429 6.18031
H 44.96001 10.05181 2.61321
H 39.04617 9.37983 12.78916
H 32.06509 9.50459 6.91167
H 42.23810 11.89446 9.76590
H 39.66990 17.81059 11.87842
H 42.74434 9.05888 11.90829
H 34.01476 6.64902 8.29369
H 36.48847 19.61469 15.27534
H 44.49808 11.68684 9.11567
H 40.08740 8.50442 8.32321
H 37.50815 18.26164 12.82677
H 40.10938 8.42114 10.85358
H 34.78993 12.76253 3.22587
H 46.61847 9.90492 3.17846
H 34.09568 9.70063 8.20882
H 40.71081 16.06742 10.01596
H 45.11343 10.63948 7.24116
H 37.35676 10.01078 6.07372
H 38.38838 10.54410 2.39942
H 42.40337 18.53868 12.02856
H 41.83894 10.53293 11.74304
H 39.21567 11.02970 12.01288
H 37.47566 7.24200 10.76892
H 40.22517 9.98037 10.06563
H 33.51307 11.33640 8.23890
H 41.37195 14.09682 2.72163
H 37.82939 8.80597 4.95563
H 45.58297 8.57409 3.47164
H 32.20433 10.80302 10.92910
H 36.19550 9.61449 3.21314
H 38.50017 9.24771 8.42363
H 37.12535 17.18248 14.23001
H 43.83013 8.92347 5.36457
H 32.96964 11.58245 13.15295
H 42.33292 15.42899 9.95383
H 43.32353 16.99508 11.88141
H 41.17322 10.67950 3.75372
H 37.00073 6.00533 9.62652
H 43.40649 12.42902 7.96703
H 34.58326 6.64728 6.68258
H 34.19657 9.50562 10.62449
H 35.62992 11.64453 11.77114
H 36.27404 8.95113 9.27770
H 35.51532 5.66434 7.86998
H 41.66526 10.68111 8.56312
H 42.12113 12.73208 3.57095
H 37.15595 20.45815 13.80037
H 34.53811 11.02874 2.58474
H 35.00425 10.99340 9.99799
H 36.51300 13.36176 13.92472
H 39.26599 9.20662 3.14629
H 43.60767 10.63388 11.63849
H 43.86057 11.89139 5.74120
H 41.07448 15.77851 12.20820
H 35.21177 7.67478 9.84261
H 36.42875 14.00668 12.24668
H 37.87519 20.69740 15.36740
H 39.47297 16.63823 14.47330
H 30.90408 10.76042 7.34252
H 41.66546 16.39737 8.66717
H 35.53539 14.78764 13.42486
H 30.55421 9.15278 7.87299
H 38.74941 15.96126 13.04653

Output
LUMO energy = 3.28 eV
molecular weight = 965.1 g/mol
total charge = -2
total energy = -4427.2767 a.u.
spin multiplicity = 1
F_max = 5.5 eV/A
gap between HOMO and LUMO = 4.1 eV

Atomic partial charges in e from the Löwdin method, atoms 1 to 5: S 0.47; S 0.47; S 0.21; Na 0.61; F -0.20